(1)
The following is a DFT calculation (wB97M-V/def2-TZVPD) of an isolated molecule of C2H4N2S2.

```
! RIJCOSX wB97M-V def2-TZVPD def2/J DEFGRID3
* xyz 0 1
S 2.094 -0.596 -0.495
N 0.618 -0.587 0.434
C -0.227 0.528 0.193
N -1.480 0.013 -0.814
C -1.512 -1.227 -0.718
S -0.321 -2.039 0.310
H 2.846 -0.130 0.515
H 0.273 1.344 -0.312
H -0.750 0.833 1.096
H -2.217 -1.864 -1.222
*
```

Energy in eV: -26787.622
Energy above the lowest of the compared OMol25 structures with the same formula, charge and spin in kJ/mol: 230.82
M in g mol⁻¹: 120.2

---

(2)
The following is a DFT calculation (wB97M-V/def2-TZVPD) of a structure of composition C22H36AsIrN2O8PTe.

```
! RIJCOSX wB97M-V def2-TZVPD def2/J DEFGRID3
* xyz 1 5
Ir -0.874 0.064 0.615
O -0.372 -2.440 4.207
C -0.280 -1.947 3.140
O 0.318 -1.114 2.467
C -1.693 -2.904 1.779
O -2.243 -3.752 2.381
O -1.577 -2.312 0.720
C 2.051 -1.906 -2.198
Te 1.611 -1.283 -0.185
C 1.337 -3.384 0.086
C 2.313 -4.002 -0.881
C 2.854 -5.265 -0.678
C 3.745 -5.797 -1.599
C 4.101 -5.068 -2.724
C 3.565 -3.805 -2.931
C 2.669 -3.270 -2.014
H 2.727 -1.200 -2.678
H 1.131 -1.959 -2.781
H 0.304 -3.644 -0.139
H 1.543 -3.635 1.124
H 2.585 -5.830 0.206
H 4.171 -6.777 -1.431
H 4.806 -5.477 -3.435
H 3.852 -3.230 -3.803
N -4.668 0.996 2.592
C -4.178 0.275 3.654
C -2.955 -0.171 3.267
N -2.701 0.271 1.983
C -3.752 0.967 1.609
H -5.563 1.453 2.549
H -4.729 0.138 4.567
H -2.266 -0.777 3.827
H -3.876 1.440 0.648
C -3.468 0.139 -3.677
As -1.908 -0.213 -2.633
C -0.418 0.503 -3.597
C -1.748 -2.106 -2.434
O -2.065 0.588 -1.162
H -3.327 -0.222 -4.694
H -3.639 1.214 -3.683
H -4.319 -0.364 -3.222
H -0.245 -0.068 -4.508
H 0.465 0.476 -2.962
H -0.655 1.536 -3.849
H -1.605 -2.564 -3.412
H -2.665 -2.472 -1.976
H -0.914 -2.329 -1.773
C 0.073 4.582 -1.257
C -0.769 3.613 -0.460
O -0.149 3.382 0.824
P 0.406 1.928 1.212
O 1.871 1.834 0.615
C 2.923 2.767 0.989
C 3.892 2.863 -0.161
O 0.701 2.147 2.752
C -0.376 2.364 3.694
C -0.246 3.741 4.295
H -0.384 4.762 -2.231
H 1.075 4.179 -1.413
H 0.162 5.536 -0.738
H -0.901 2.665 -0.984
H -1.760 4.020 -0.256
H 3.399 2.372 1.886
H 2.475 3.732 1.228
H 4.239 1.871 -0.449
H 4.758 3.455 0.136
H 3.432 3.340 -1.028
H -0.283 1.579 4.444
H -1.336 2.241 3.188
H 0.718 3.850 4.791
H -1.032 3.897 5.035
H -0.333 4.506 3.524
*
```

Energy in eV: -123012.017
Energy above the lowest of the compared OMol25 structures with the same formula, charge and spin in kJ/mol: 99.48
M in g mol⁻¹: 882.2

---

(3)
The following is a DFT calculation (wB97M-V/def2-TZVPD) of a structure of composition C39H69InN14S2.

```
! RIJCOSX wB97M-V def2-TZVPD def2/J DEFGRID3
* xyz 2 1
In 0.081 0.307 0.737
C -2.308 -4.883 2.220
N -1.256 -3.878 2.319
C -0.032 -4.384 2.906
C -1.461 -2.605 1.838
N -0.575 -1.967 1.081
C 0.477 -2.813 0.523
C 0.936 -2.286 -0.813
N 1.513 -0.934 -0.732
C 2.824 -0.926 -0.046
C 3.157 0.488 0.434
N 2.618 0.687 1.775
C 3.481 0.910 2.729
N 4.840 0.708 2.571
C 5.810 1.746 2.874
C 5.381 -0.581 2.192
N 3.099 1.364 3.967
C 1.907 2.167 4.201
C 4.004 1.318 5.109
C 1.748 -0.464 -2.141
C 0.620 0.333 -2.774
N 0.830 1.741 -2.495
C 1.033 2.539 -3.465
N 1.299 3.914 -3.198
C 2.349 4.092 -2.202
C 0.105 4.682 -2.866
N 1.048 2.146 -4.821
C 0.642 3.169 -5.777
C 2.301 1.507 -5.227
N -2.680 -2.096 2.114
C -3.408 -2.418 3.329
C -3.430 -1.323 1.147
H -2.687 -5.180 3.201
H -1.903 -5.771 1.730
H -3.131 -4.511 1.616
H -0.260 -4.843 3.871
H 0.685 -3.592 3.076
H 0.442 -5.143 2.278
H 0.119 -3.832 0.363
H 1.336 -2.892 1.197
H 0.083 -2.236 -1.491
H 1.670 -2.974 -1.249
H 3.590 -1.336 -0.713
H 2.764 -1.576 0.826
H 2.665 1.207 -0.235
H 4.228 0.678 0.368
H 5.303 2.693 3.050
H 6.473 1.878 2.015
H 6.428 1.508 3.744
H 4.584 -1.253 1.884
H 5.908 -1.045 3.032
H 6.090 -0.480 1.365
H 1.229 2.103 3.363
H 2.173 3.214 4.371
H 1.397 1.808 5.098
H 4.690 0.480 5.024
H 3.408 1.183 6.012
H 4.576 2.241 5.224
H 1.973 -1.356 -2.734
H 2.642 0.157 -2.142
H -0.322 0.038 -2.319
H 0.551 0.116 -3.841
H 3.202 3.461 -2.453
H 2.014 3.847 -1.187
H 2.678 5.131 -2.226
H -0.641 4.586 -3.654
H 0.375 5.735 -2.785
H -0.338 4.355 -1.917
H -0.373 3.501 -5.565
H 0.642 2.720 -6.769
H 1.311 4.035 -5.776
H 2.667 0.846 -4.443
H 3.082 2.246 -5.441
H 2.132 0.913 -6.126
H -2.735 -2.813 4.086
H -4.208 -3.140 3.149
H -3.860 -1.501 3.706
H -3.541 -0.282 1.452
H -4.425 -1.764 1.036
H -2.920 -1.376 0.199
C -2.265 -3.651 -3.305
C -3.589 -2.952 -3.614
C -4.735 -3.822 -3.078
C -3.717 -2.812 -5.138
C -3.673 -1.572 -2.968
C -4.821 -0.777 -3.171
C -4.960 0.470 -2.606
C -3.924 0.949 -1.806
S -3.780 2.468 -0.987
C -2.223 1.994 -0.406
N -1.844 0.793 -0.750
C -2.785 0.184 -1.577
C -2.663 -1.075 -2.171
C -1.332 2.920 0.300
C -1.675 4.263 0.451
C -0.745 5.165 0.936
C 0.538 4.732 1.233
C 0.870 3.386 1.111
C -0.070 2.464 0.683
H -2.247 -4.625 -3.795
H -2.140 -3.822 -2.231
H -1.410 -3.079 -3.674
H -4.673 -4.825 -3.503
H -5.710 -3.410 -3.339
H -4.684 -3.907 -1.990
H -3.642 -3.792 -5.610
H -2.926 -2.176 -5.539
H -4.676 -2.380 -5.425
H -5.622 -1.151 -3.795
H -5.845 1.065 -2.787
H -1.775 -1.659 -1.980
H -2.659 4.613 0.158
H -1.010 6.208 1.046
H 1.284 5.444 1.563
H 1.873 3.062 1.353
N 0.879 -0.750 3.567
N -0.078 -0.685 4.575
C -1.189 0.065 4.422
N -1.972 0.170 5.505
S -1.591 0.878 3.008
H 1.149 -1.709 3.408
H 1.699 -0.200 3.801
H 0.138 -1.061 5.488
H -1.714 -0.204 6.403
H -2.784 0.761 5.452
*
```

Energy in eV: -89256.180
M in g mol⁻¹: 913.0

---

(4)
The following is a DFT calculation (wB97M-V/def2-TZVPD) of a cluster of 2 separate species, C3H11N2O in total.

```
! RIJCOSX wB97M-V def2-TZVPD def2/J DEFGRID3
* xyz 1 1
C 0.358 -2.114 0.215
C -0.092 -0.665 0.207
C 0.410 0.353 0.951
N 0.685 0.530 2.344
N -0.773 -0.345 -1.036
H -0.515 -2.524 0.850
H 1.316 -2.220 0.814
H 0.609 -2.383 -0.818
H 0.267 1.344 0.345
H 0.417 1.195 3.006
H 1.392 -0.148 2.749
H -1.709 -0.707 -0.858
H -0.450 -0.691 -1.928
H -0.764 0.676 -1.138
H -0.026 2.866 -1.336
H -0.662 2.678 -2.594
O -0.461 2.155 -1.772
*
```

Energy in eV: -8308.605
Energy above the lowest of the compared OMol25 structures with the same formula, charge and spin in kJ/mol: 307.53
M in g mol⁻¹: 91.1

---

- Which of these has the lowest M?
  C3H11N2O